(1)
The following is a DFT calculation (ωB97M-V/def2-TZVPD) of 8 unconnected molecules or ions with the total composition C25H58FN8O13PS.

## Properties
LUMO energy, eV: 0.197
Total charge: 0
Total energy, Ha: -3242.9269
Frontier orbital gap, eV: 8.80

Geometry (Å):
O  -0.2794  2.3676  -1.3786
P  0.3229  1.6232  -2.5618
O  -0.9482  1.0607  -3.5031
O  1.2541  2.7323  -3.4477
C  1.4026  0.1598  -1.9735
N  1.3864  0.2218  -0.4942
C  2.7390  0.3802  0.1116
C  2.4975  1.7309  1.0872
C  2.7806  1.4706  2.6968
O  3.7091  2.2788  1.7368
S  0.4884  -1.0461  0.2085
O  -0.6591  -1.3757  -0.6813
O  -0.0541  -0.5195  1.5017
F  1.4205  -2.3822  0.5482
H  -1.7034  1.0344  -2.8811
H  2.0312  2.9930  -2.9238
H  2.4254  0.3643  -2.4235
H  1.0612  -0.8141  -2.4159
H  3.5339  0.6990  -0.6038
H  3.0495  -0.4447  0.7980
H  1.6224  2.4445  0.8027
H  3.0151  0.3823  2.7547
H  1.8212  1.9999  2.9812
C  -1.0730  4.3223  6.4828
N  0.0233  3.8383  5.6636
C  0.3627  2.5551  5.3853
C  -0.4792  1.4588  5.9824
O  1.3297  2.3158  4.6661
H  -1.7118  4.9528  5.8657
H  -0.6593  4.9220  7.2934
H  -1.6626  3.5100  6.8998
H  0.6320  4.5161  5.2295
H  -0.0855  0.4929  5.6703
H  -0.4464  1.5108  7.0724
H  -1.5094  1.5424  5.6316
C  4.8260  -4.8015  -1.4957
N  4.5501  -3.4537  -1.0372
C  4.9086  -2.2791  -1.6080
C  5.6977  -2.3287  -2.8895
O  4.5879  -1.2175  -1.0781
H  3.8731  -5.3131  -1.6512
H  5.3862  -5.3193  -0.7141
H  5.3968  -4.8126  -2.4212
H  4.0242  -3.3387  -0.1833
H  5.9084  -1.3135  -3.2220
H  6.6461  -2.8435  -2.7270
H  5.1219  -2.8352  -3.6665
C  -2.7853  1.1176  -5.9692
N  -2.0149  0.5205  -7.0413
C  -2.3520  0.3994  -8.3525
C  -3.6880  0.9422  -8.7846
O  -1.5802  -0.1361  -9.1380
H  -2.2022  1.9339  -5.5417
H  -2.9522  0.3579  -5.2026
H  -3.7434  1.4997  -6.3151
H  -1.1083  0.1357  -6.8234
H  -3.8161  0.7738  -9.8534
H  -4.4911  0.4288  -8.2540
H  -3.7365  2.0131  -8.5946
C  6.7579  -9.4026  2.2298
N  6.8737  -8.1013  1.6037
C  5.9410  -7.1152  1.5351
C  4.6026  -7.3623  2.1776
O  6.2013  -6.0630  0.9626
H  7.5308  -9.4886  2.9961
H  6.9238  -10.1689  1.4701
H  5.7821  -9.5521  2.6845
H  7.7437  -7.8627  1.1514
H  3.9732  -6.4903  2.0386
H  4.1126  -8.2190  1.7124
H  4.7242  -7.5333  3.2487
C  -6.2043  7.4477  7.0333
N  -4.9765  6.8316  7.4938
C  -3.7143  7.0129  7.0211
C  -3.5230  7.9681  5.8725
O  -2.7783  6.4096  7.5271
H  -6.6515  7.9942  7.8659
H  -6.8902  6.6597  6.7164
H  -6.0338  8.1305  6.2051
H  -5.0266  6.1791  8.2618
H  -2.4675  8.0066  5.6088
H  -4.0853  7.6264  5.0013
H  -3.8447  8.9710  6.1594
C  -8.2150  3.2963  -9.6318
N  -7.1755  2.7565  -8.7793
C  -6.2681  3.4332  -8.0262
C  -6.3135  4.9381  -8.0518
O  -5.4493  2.8188  -7.3567
H  -9.1798  2.9274  -9.2782
H  -8.0493  2.9384  -10.6498
H  -8.2226  4.3831  -9.6294
H  -7.0839  1.7537  -8.7119
H  -5.5320  5.3322  -7.4047
H  -6.1398  5.3027  -9.0660
H  -7.2786  5.2917  -7.6839
C  0.7079  -4.4344  5.4940
N  0.9402  -5.7189  4.8646
C  1.5363  -5.9752  3.6698
C  2.0317  -4.7991  2.8679
O  1.6536  -7.1308  3.2800
H  1.2118  -4.4266  6.4626
H  -0.3658  -4.3144  5.6510
H  1.0773  -3.6098  4.8897
H  0.6334  -6.5510  5.3457
H  2.4795  -5.1558  1.9432
H  1.1999  -4.1389  2.6158
H  2.7903  -4.2516  3.4313

(2)
The following is a DFT calculation (ωB97M-V/def2-TZVPD) of a molecular structure, C23H39Cl2N6O3Sr.

## Properties
LUMO energy, eV: 2.210
Total charge: -1
Total energy, Ha: -2405.2451
Frontier orbital gap, eV: 3.42

Geometry (Å):
O  -1.1630  -3.2997  -2.9391
C  -1.0714  -4.5026  -3.1168
C  -2.1412  -5.3062  -3.8254
C  -3.1512  -4.5852  -4.4848
H  -3.0411  -3.5066  -4.6012
C  -4.3012  -5.2438  -4.9213
H  -5.1008  -4.6586  -5.3693
C  -4.4058  -6.6399  -4.7753
H  -5.3141  -7.1428  -5.1144
C  -3.3290  -7.3723  -4.2384
H  -3.4043  -8.4639  -4.1688
C  -2.1791  -6.7113  -3.7866
H  -1.3167  -7.2508  -3.3709
H  -0.2208  -5.1526  -2.7605
C  -1.4901  -2.4026  1.8547
C  -0.4851  -1.3975  2.1417
H  -1.8038  -2.9193  2.7821
H  -1.1358  -3.1468  1.1153
H  -2.3760  -1.8918  1.4207
C  0.1410  -0.7631  3.0902
C  -0.0586  -1.0219  4.5936
H  0.8632  0.0615  2.9202
H  -0.8048  -1.8171  4.7691
H  -0.3821  -0.0961  5.0922
H  0.8862  -1.3149  5.0713
Sr  -0.0042  0.2269  -0.5149
Cl  -2.5167  1.4008  -0.5279
Cl  0.7975  -2.3000  -1.1583
H  -1.2338  -0.2360  -4.9412
H  -2.4325  2.0036  -5.2481
C  -1.0739  0.0048  -3.8730
C  -2.3080  2.1618  -4.1732
N  -1.1206  1.4565  -3.7152
H  -0.1110  -0.4161  -3.5193
C  -0.1456  2.1382  -3.1047
O  0.8871  1.6386  -2.5832
H  -2.1719  3.2256  -3.9649
H  -0.3745  3.2189  -3.0586
H  -1.9010  -0.4601  -3.3007
H  -3.1925  1.7948  -3.6450
H  5.9318  0.4400  0.7346
H  5.9335  -0.5562  -1.6972
C  5.1795  -0.3233  0.9715
C  5.1935  -1.2763  -1.3226
N  4.4400  -0.6910  -0.2292
H  4.5227  0.0429  1.7623
C  3.1382  -0.4616  -0.3906
O  2.4066  0.1045  0.4481
H  4.4751  -1.5206  -2.1103
H  2.7365  -0.8380  -1.3541
H  5.7325  -1.1975  1.3334
H  5.7006  -2.1862  -0.9804
C  -0.7299  2.7436  2.1501
N  0.3207  2.5916  1.1130
C  1.6497  2.7798  1.7226
N  1.7618  4.0940  2.3808
C  0.7040  4.2030  3.4057
N  -0.6481  4.0575  2.8160
C  -0.8064  5.1239  1.7866
N  0.2087  5.0063  0.7147
C  0.1159  3.6600  0.1035
C  1.5419  5.1378  1.3447
H  -0.5962  1.9488  2.9000
H  -1.7024  2.6220  1.6524
H  2.4189  2.7191  0.9370
H  1.8145  1.9920  2.4718
H  0.7796  5.1823  3.9030
H  0.8510  3.4060  4.1466
H  -1.8086  5.0437  1.3431
H  -0.6848  6.1054  2.2690
H  0.8923  3.5690  -0.6734
H  -0.8788  3.5105  -0.3428
H  1.6120  6.1310  1.8113
H  2.3152  5.0309  0.5699

(3)
The following is a DFT calculation (ωB97M-V/def2-TZVPD) of a molecular structure, C37H32InN10O2S2.

## Properties
LUMO energy, eV: -9.921
Total charge: +3
Total energy, Ha: -3112.8786
Frontier orbital gap, eV: 4.63

Geometry (Å):
In  -0.1324  -0.3163  -0.3261
C  -1.9322  3.1134  3.3267
C  -1.3929  4.1457  2.5623
C  -1.1395  3.9643  1.2082
C  -1.3604  2.7383  0.5919
C  -1.8227  1.6644  1.3977
C  -2.1546  1.8837  2.7509
C  -1.3590  2.6705  -0.8809
C  -2.0347  3.7137  -1.5528
C  -2.0628  3.7367  -2.9198
C  -1.3991  2.7256  -3.6364
C  -1.3253  2.7349  -5.0431
C  -0.6860  1.7285  -5.7115
C  -0.1437  0.6515  -4.9931
C  -0.1932  0.6174  -3.6247
C  -0.7946  1.6627  -2.8989
N  -0.8036  1.6592  -1.5377
H  -2.1747  3.2752  4.3647
H  -1.2034  5.1045  3.0172
H  -0.7805  4.7920  0.6130
H  -2.5449  1.0509  3.3188
H  -2.5474  4.4703  -0.9792
H  -2.6006  4.5039  -3.4558
H  -1.7722  3.5608  -5.5733
H  -0.6084  1.7462  -6.7860
H  0.3235  -0.1579  -5.5305
H  0.2168  -0.2266  -3.0922
N  2.3084  -1.1150  3.4762
C  3.5191  -0.4250  3.6369
C  4.3997  -0.8005  4.6424
C  5.6087  -0.1354  4.7929
C  5.9428  0.9014  3.9352
C  5.0645  1.2891  2.9308
C  3.8561  0.6317  2.7869
S  2.7037  1.1778  1.5333
N  1.4358  0.0718  1.6408
C  1.3850  -0.8737  2.5269
C  0.2166  -1.7772  2.5031
C  -0.2528  -2.3771  3.6707
C  -1.2917  -3.2921  3.5879
C  -1.8535  -3.5483  2.3486
C  -1.3735  -2.8504  1.2503
N  -0.3532  -2.0079  1.3166
H  2.1861  -1.9147  4.0845
H  4.1403  -1.6070  5.3122
H  6.2867  -0.4278  5.5795
H  6.8827  1.4177  4.0461
H  5.3114  2.1049  2.2701
H  0.1566  -2.1164  4.6361
H  -1.6627  -3.7797  4.4757
H  -2.6602  -4.2561  2.2350
H  -1.8175  -2.9951  0.2792
N  5.7488  1.1089  -4.5279
C  4.9857  0.0216  -4.3505
O  4.9684  -0.9355  -5.0855
C  4.0134  0.0351  -3.1823
C  3.3958  1.1780  -2.6792
C  2.3501  1.0324  -1.7857
N  1.9135  -0.1579  -1.3837
C  2.5266  -1.2592  -1.8107
C  3.5774  -1.2018  -2.7048
H  6.3919  1.0979  -5.3071
H  5.8291  1.8598  -3.8655
H  3.6823  2.1668  -3.0034
H  1.8233  1.8963  -1.3985
H  2.1299  -2.2010  -1.4472
H  4.0383  -2.1032  -3.0806
O  -2.6531  -0.4434  1.3338
N  -1.9226  0.4241  0.8469
C  -0.9135  -5.7922  -1.1796
C  -0.4520  -5.0234  -2.4243
C  -1.0329  -3.6626  -2.3865
N  -0.5404  -2.6566  -1.7554
N  -1.3494  -1.5656  -1.7399
C  -2.4802  -1.7288  -2.3950
N  -3.4148  -0.7952  -2.5577
S  -2.6147  -3.3270  -3.0703
H  -0.4922  -6.7920  -1.1868
H  -1.9969  -5.8809  -1.1579
H  -0.5752  -5.2799  -0.2821
H  -0.7828  -5.5457  -3.3203
H  0.6359  -4.9655  -2.4397
H  -3.3088  0.1211  -2.1538
H  -4.2829  -1.0217  -3.0137